1.
This record from the Open Molecules 2025 dataset describes a structure of composition C38H41GeIMnN2O4Si. The level of theory is ωB97M-V/def2-TZVPD.

Geometry as XYZ:
```
89
Properties=species:S:1:pos:R:3
Mn 0.92991 -0.60632 -0.89349
C -0.80159 -4.81965 -2.20424
Si -0.90666 -3.01708 -1.73192
C -2.15944 -2.14864 -2.81618
C -1.42615 -2.94481 0.06141
N 0.67428 -2.19009 -1.83399
C 1.67150 -2.37606 -2.81008
C 1.61812 -3.24261 -3.90176
C 2.69414 -3.34782 -4.77333
C 3.83699 -2.58344 -4.59881
C 3.90873 -1.68379 -3.54150
C 2.83249 -1.61282 -2.69152
O 2.75377 -0.71046 -1.60921
C 3.82281 0.15509 -1.31493
C 4.82222 -0.27842 -0.46635
C 5.84140 0.60837 -0.14958
C 5.84305 1.89136 -0.68435
C 4.83172 2.29483 -1.54553
C 3.80301 1.41919 -1.87092
H -1.67188 -5.30382 -1.75228
H 0.08698 -5.32895 -1.82652
H -0.86639 -4.99176 -3.27762
H -2.92684 -2.85061 -3.14819
H -1.69038 -1.72856 -3.70927
H -2.66478 -1.35004 -2.26892
H -2.49828 -3.14373 0.13104
H -1.26107 -1.97086 0.52337
H -0.91907 -3.70679 0.65672
H 0.73555 -3.83467 -4.07849
H 2.62813 -4.03341 -5.60685
H 4.66523 -2.66595 -5.28761
H 4.77621 -1.05383 -3.40035
H 4.80455 -1.28790 -0.07583
H 6.64003 0.29383 0.50831
H 6.64506 2.57386 -0.43897
H 4.84639 3.28772 -1.97397
H 3.01061 1.69630 -2.55527
N 2.20926 -3.36184 0.63633
C 1.93107 -2.28987 1.35539
O 1.49161 -1.24051 0.83253
C 2.16091 -2.30520 2.82869
I 0.34363 -2.86723 3.79859
H 1.96921 -3.35094 -0.35132
H 2.52894 -4.21558 1.06380
H 2.39976 -1.30295 3.16785
H 2.92339 -3.01753 3.12770
O -0.93762 0.02923 -0.59095
C -0.82085 0.71985 -1.65366
O 0.26716 0.56549 -2.29381
C -1.87181 1.70898 -2.02141
C -2.04177 2.75176 -0.90246
Ge -2.06472 2.03551 0.93373
C -0.28451 1.76473 1.67709
C -0.14437 1.27588 2.97519
C 1.11669 1.06760 3.52417
C 2.25139 1.36515 2.78648
C 2.12918 1.87354 1.49790
C 0.87047 2.07247 0.94833
C -2.62198 3.61078 2.05522
C -3.81588 3.59518 2.83049
C -4.26102 4.73971 3.42541
C -3.47631 5.92048 3.34844
C -2.24608 5.93913 2.65980
C -1.80375 4.79098 2.07060
C -3.38919 0.67890 1.28176
C -4.65583 0.79468 0.70822
C -5.63058 -0.16206 0.95419
C -5.34730 -1.23923 1.78307
C -4.09023 -1.36286 2.35695
C -3.11245 -0.41046 2.10513
H -2.80020 1.14949 -2.16338
H -1.60459 2.17400 -2.96874
H -2.97345 3.29542 -1.06084
H -1.24037 3.49236 -0.95722
H -1.02050 1.04361 3.57101
H 1.20835 0.69022 4.53477
H 3.23337 1.22427 3.22017
H 3.01547 2.12654 0.92885
H 0.79887 2.50499 -0.04671
H -4.39708 2.68268 2.88405
H -5.20113 4.76267 3.95969
H -3.81551 6.81382 3.85774
H -1.66262 6.84871 2.62811
H -0.84169 4.76997 1.57255
H -4.89372 1.63319 0.06055
H -6.60872 -0.06794 0.50166
H -6.10784 -1.98321 1.97922
H -3.86892 -2.20719 2.99726
H -2.12652 -0.53501 2.53878
```

Calculated values
HOMO-LUMO gap (spin up / spin down)   0.25710 / 0.12042 Eh
Spin multiplicity   4
HOMO level (spin up / spin down)   -12.38 / -12.58 eV
Maximum force   0.47 eV Å⁻¹
LUMO (spin up / spin down)   -5.4 / -9.3 eV
Expectation value of S²   3.796
Charge   +2



2.
This record from the Open Molecules 2025 dataset describes a cluster of 5 separate species, C12H22F4N5O10S in total at a distorted geometry. The level of theory is ωB97M-V/def2-TZVPD.

Geometry as XYZ:
```
54
Properties=species:S:1:pos:R:3
C -5.47154 1.05269 0.48939
C -5.07923 1.03043 -0.87596
C -3.70650 0.35139 -1.41999
S -2.54158 1.67599 -1.99627
C -0.99306 0.94787 -2.78927
C -1.15638 -0.58342 -3.24662
C -0.37198 -1.62814 -2.31569
F -0.02653 -1.09692 -1.02148
F 0.83762 -1.99960 -2.99532
F -1.18748 -2.80510 -2.04203
C -1.84965 2.65808 -0.53780
O -1.24795 3.71520 -0.87500
N -1.99269 2.25250 0.87178
C -0.81538 1.52795 1.37649
O 0.30762 2.11279 1.52107
F -0.82952 0.13837 1.76686
H -6.35872 1.72414 0.78722
H -4.89046 0.42069 1.24192
H -5.76870 1.47449 -1.67301
H -3.26279 -0.41227 -0.69320
H -4.02708 -0.24447 -2.36427
H -0.05848 1.14399 -2.13041
H -0.82058 1.59481 -3.73726
H -0.66601 -0.66230 -4.29622
H -2.23217 -0.94275 -3.38018
H -2.87812 1.74346 1.04646
C 3.23863 -1.85940 -5.40755
N 2.50843 -2.20894 -6.65350
O 1.28987 -2.08539 -6.64367
O 3.17857 -2.59340 -7.59518
H 2.51784 -1.53538 -4.65936
H 3.76670 -2.75218 -5.07323
H 3.93349 -1.05515 -5.64791
C 1.38971 -5.19204 -1.37779
N 2.69835 -5.50131 -2.01098
O 2.97517 -4.90950 -3.04515
O 3.40049 -6.32464 -1.44977
H 0.87072 -4.44714 -1.97819
H 0.81718 -6.11816 -1.33590
H 1.59088 -4.80591 -0.37885
C 0.01709 1.79432 5.22487
N -1.05678 0.87340 5.68070
O -2.21250 1.18369 5.41921
O -0.70617 -0.12696 6.28325
H -0.43699 2.63700 4.70547
H 0.55644 2.13331 6.10645
H 0.66754 1.23439 4.55291
C 4.19719 4.18531 6.16697
N 3.12155 3.26629 6.62303
O 1.96646 3.57738 6.36147
O 3.47043 2.26646 7.22634
H 3.74271 5.02745 5.64757
H 4.73730 4.52306 7.05091
H 4.84704 3.62357 5.49667
```

Calculated values
HOMO-LUMO gap   0.27574 Eh
HOMO level   -12.79 eV
Maximum force   7.22 eV Å⁻¹
LUMO   -5.3 eV
Charge   +1



3.
This record from the Open Molecules 2025 dataset describes the ion C22H26N3 with charge +1 at a distorted geometry. The level of theory is ωB97M-V/def2-TZVPD.

Geometry as XYZ:
```
51
Properties=species:S:1:pos:R:3
C -0.16458 3.83318 1.58769
C 0.47198 3.03069 0.46139
C 0.68831 3.85390 -0.78348
N -0.45355 1.87547 0.19639
C -0.05328 0.77010 -0.62230
C 1.31974 0.25550 -0.24162
C 2.50300 0.91198 -0.58694
N 3.58441 0.11828 -0.32091
C 4.95926 0.48354 -0.61776
C 3.14215 -1.07717 0.25169
C 3.86007 -2.25181 0.46752
C 3.12540 -3.39796 0.81898
C 1.74512 -3.31183 1.05949
C 1.03854 -2.11185 0.88435
C 1.71441 -0.99824 0.37984
C -1.15464 -0.26103 -0.66002
C -1.05781 -1.50632 -1.28086
N -2.24357 -2.18352 -1.12961
C -2.47576 -3.54751 -1.54184
C -3.13860 -1.39784 -0.39857
C -4.42734 -1.71855 0.00731
C -5.14534 -0.74870 0.72806
C -4.53328 0.46945 1.06226
C -3.21220 0.76359 0.67836
C -2.49415 -0.16192 -0.09965
H 0.49546 4.67305 1.84406
H -1.13726 4.24658 1.27254
H -0.31382 3.21645 2.49037
H 1.39985 2.56565 0.79424
H 1.26683 4.73204 -0.46669
H 1.27046 3.33201 -1.55023
H -0.25453 4.21554 -1.22556
H -1.29687 2.30709 -0.19264
H -0.71017 1.50577 1.11157
H 0.03482 1.17375 -1.64614
H 2.64378 1.87880 -1.06573
H 5.62639 -0.31722 -0.29021
H 5.11149 0.65647 -1.69166
H 5.22602 1.41444 -0.10039
H 4.94538 -2.29223 0.34959
H 3.63000 -4.36110 0.92170
H 1.21019 -4.21068 1.37007
H -0.02523 -2.05267 1.11676
H -0.20166 -1.95503 -1.78022
H -3.50101 -3.82594 -1.29315
H -2.31858 -3.66627 -2.61878
H -1.79108 -4.23476 -1.03127
H -4.86281 -2.68022 -0.25461
H -6.17753 -0.93616 1.01686
H -5.10476 1.20591 1.63068
H -2.76361 1.71729 0.98906
```

Calculated values
HOMO-LUMO gap   0.30756 Eh
HOMO level   -10.69 eV
SMILES string   CC(C)[NH2+]C(c1cn(C)c2ccccc12)c1cn(C)c2ccccc12
ΔE to the lowest compared entry with this formula, charge and spin   0.000 eV
Maximum force   2.91 eV Å⁻¹
LUMO   -2.3 eV
Charge   +1



4.
This record from the Open Molecules 2025 dataset describes a cluster of 5 separate species, C19H45ClN2O13PS6 in total at a distorted geometry. The level of theory is ωB97M-V/def2-TZVPD.

Geometry as XYZ:
```
87
Properties=species:S:1:pos:R:3
S 6.76401 4.16237 -0.50996
C 5.22525 3.08437 -0.68048
C 4.99595 2.83074 -2.26087
C 3.46369 2.38845 -2.55233
P 3.21275 0.51607 -2.58224
Cl 1.32771 -0.09741 -3.24334
C 3.65480 -0.31290 -0.91379
C 5.18632 -0.81831 -1.09342
S 6.10668 -0.91777 0.53551
C 7.82155 -0.40852 0.06092
N 8.83597 0.28332 0.78499
N 9.83926 0.37360 -0.16142
C 9.45338 -0.23060 -1.40618
O 8.13378 -0.75714 -1.27541
H 7.56954 3.71167 -1.57043
H 4.35104 3.70085 -0.25253
H 5.38157 2.10358 -0.11384
H 5.77336 2.08098 -2.62859
H 5.21107 3.82763 -2.79913
H 2.74061 2.81810 -1.77444
H 3.20455 2.76801 -3.59909
H 4.16686 0.00860 -3.55004
H 3.00559 -1.24918 -0.75601
H 3.54383 0.43854 -0.04722
H 5.27740 -1.75724 -1.73194
H 5.71650 0.02349 -1.68707
H 10.01473 -0.30656 -2.38737
O -4.81277 -0.33842 -4.39905
S -4.23737 -1.15344 -5.43825
O -4.20405 -2.58823 -5.34718
O -2.74394 -0.61698 -5.76164
C -1.81743 -0.48847 -4.68638
C -1.23629 -1.83298 -4.28978
C -4.97037 -0.70345 -6.98553
H -2.28229 0.00962 -3.83001
H -1.01213 0.16189 -5.03844
H -1.99950 -2.47307 -3.84257
H -0.43277 -1.70712 -3.56116
H -0.84485 -2.35922 -5.16415
H -4.94475 0.38102 -7.08605
H -6.00192 -1.05591 -6.98237
H -4.41520 -1.18240 -7.79139
O -0.19445 2.84133 -0.51898
S -0.00864 4.03064 0.27311
O 1.26492 4.35797 0.86144
O -1.14240 4.07910 1.42153
C -1.29496 2.94716 2.28178
C -0.22589 2.91486 3.35756
C -0.57689 5.42830 -0.65340
H -1.30184 2.01876 1.70332
H -2.27573 3.03955 2.75377
H 0.75983 2.72550 2.92653
H -0.43465 2.12623 4.08385
H -0.17192 3.87365 3.87883
H -1.56593 5.20781 -1.05334
H 0.12752 5.59990 -1.46760
H -0.60709 6.29766 0.00260
O -2.93249 -4.05532 -1.68603
S -3.03805 -2.83336 -0.93292
O -1.96213 -1.87451 -0.88056
O -3.49669 -3.18223 0.57714
C -2.73691 -4.13607 1.31929
C -1.45648 -3.52795 1.85938
C -4.51553 -1.99104 -1.42340
H -2.52846 -5.02292 0.71374
H -3.36246 -4.45699 2.15528
H -0.76520 -3.28470 1.04886
H -0.95400 -4.22374 2.53500
H -1.66546 -2.59956 2.39603
H -5.34523 -2.69674 -1.40875
H -4.36613 -1.60818 -2.43511
H -4.69509 -1.16485 -0.73609
O -3.52545 -2.48724 4.47040
S -3.62320 -1.26389 5.22308
O -2.54372 -0.31209 5.26961
O -4.07761 -1.61122 6.73465
C -3.31857 -2.56915 7.47292
C -2.03341 -1.96799 8.01043
C -5.10060 -0.41568 4.74064
H -3.11631 -3.45559 6.86487
H -3.94281 -2.88894 8.31045
H -1.34342 -1.72601 7.19907
H -1.53257 -2.66808 8.68273
H -2.23618 -1.03972 8.55002
H -5.93295 -1.11819 4.75989
H -4.95358 -0.03550 3.72954
H -5.27324 0.41144 5.42854
```

Calculated values
HOMO-LUMO gap   0.28480 Eh
HOMO level   -11.65 eV
Maximum force   6.63 eV Å⁻¹
LUMO   -3.9 eV
Charge   +1



| no. | DFT total energy (Eh) |
| --- | --- |
| 1 | -5697.7569 |
| 2 | -2293.4640 |
| 3 | -1017.9767 |
| 4 | -5028.8281 |